14
Properties=species:S:1:pos:R:3:forces:R:3:lowdin_charge:R:1 method="wB97M-V/def2-TZVPD" e_homo_ev=-9.236 smiles="CN(C)C(N)=O" e_lumo_ev=0.94 e_above_lowest_kj_mol=39.37 spin_multiplicity=1
C 1.234884 0.257488 0.696291 0.0 -0.1 0.1 -0.07
N 0.201086 -0.092918 -0.271717 -0.2 0.0 -0.1 -0.18
C 0.317755 0.619758 -1.533637 0.0 0.1 -0.2 -0.08
C -1.106673 -0.209977 0.216079 -0.1 0.0 -0.1 -0.59
N -1.242647 -1.151310 1.228804 -0.1 0.0 0.0 0.14
O -2.048417 0.442312 -0.200478 0.4 -0.4 0.1 0.06
H 1.005774 -0.205440 1.656960 0.1 0.1 -0.1 0.08
H 2.215282 -0.097277 0.355798 -0.2 0.1 0.0 0.09
H 1.273406 1.350647 0.839348 0.1 -0.2 0.0 0.09
H -0.400459 0.222874 -2.252853 0.0 0.1 0.1 0.09
H 0.145720 1.699156 -1.433263 0.0 -0.1 0.0 0.09
H 1.321405 0.466696 -1.942902 -0.1 0.0 0.2 0.09
H -2.207522 -1.293706 1.490878 0.1 0.0 0.0 0.10
H -0.709593 -2.008305 1.150693 0.0 0.3 0.0 0.10

***

14
Properties=species:S:1:pos:R:3:forces:R:3:lowdin_charge:R:1 method="wB97M-V/def2-TZVPD" e_homo_ev=-9.439 smiles="CNC(=O)NC" e_lumo_ev=0.90 e_above_lowest_kj_mol=26.59 spin_multiplicity=1
C -2.388337 0.412709 0.151011 -0.2 0.1 -0.1 -0.09
N -1.074511 0.032333 0.625695 0.1 -0.1 0.0 -0.01
C -0.002567 0.058684 -0.242797 0.0 0.1 -0.1 -0.58
O -0.053157 0.555196 -1.357084 0.0 -0.2 0.3 0.04
N 1.142454 -0.527661 0.268020 -0.1 0.1 0.0 -0.01
C 2.388984 -0.298601 -0.436774 0.2 0.0 -0.1 -0.09
H -2.930632 0.970927 0.921318 0.1 -0.1 -0.1 0.08
H -2.983614 -0.457771 -0.147745 0.0 0.1 0.0 0.08
H -2.248274 1.047530 -0.723827 -0.1 0.0 0.1 0.08
H -1.044169 -0.659890 1.357814 0.1 0.1 -0.1 0.12
H 1.211281 -0.543104 1.275382 -0.1 0.0 -0.1 0.12
H 2.830190 0.677070 -0.200812 0.0 -0.1 0.0 0.08
H 3.105973 -1.083705 -0.187699 -0.1 0.1 0.0 0.08
H 2.185442 -0.324686 -1.506425 0.0 0.0 0.1 0.08

***

14
Properties=species:S:1:pos:R:3:forces:R:3:lowdin_charge:R:1 method="wB97M-V/def2-TZVPD" e_homo_ev=-9.693 smiles="C=NC.NC=O" e_lumo_ev=0.75 e_above_lowest_kj_mol=184.02 spin_multiplicity=1
C -1.622613 -1.114035 0.198934 -0.7 0.3 0.3 -0.07
N -1.177606 -0.190206 -0.523998 1.3 0.0 0.3 -0.12
C -1.438534 1.186543 -0.139331 -0.7 0.1 -0.5 -0.13
H -1.168466 -2.101449 0.236106 -0.3 -0.2 -0.6 0.07
H -2.469826 -0.942595 0.873209 0.2 0.0 0.4 0.08
H -1.190887 1.870273 -0.951447 -0.2 -0.1 -0.1 0.07
H -2.475679 1.331673 0.180535 0.0 0.2 0.1 0.08
H -0.762372 1.454747 0.666806 0.1 -0.1 0.2 0.08
N 1.627252 -0.546155 -0.548275 -0.4 0.5 -0.6 0.11
C 2.544527 0.029425 0.255114 0.3 -0.5 0.5 -0.44
O 2.595042 1.200348 0.557742 -0.1 0.1 -0.3 0.00
H 1.361358 -1.512996 -0.498486 0.5 -0.2 0.1 0.08
H 0.888440 0.029404 -0.936608 0.1 -0.1 0.2 0.06
H 3.289363 -0.694976 0.629700 0.0 0.0 0.1 0.12

***

14
Properties=species:S:1:pos:R:3:forces:R:3:lowdin_charge:R:1 method="wB97M-V/def2-TZVPD" e_homo_ev=-9.482 e_lumo_ev=0.60 e_above_lowest_kj_mol=407.50 spin_multiplicity=1
C -1.167266 -0.488665 -0.222320 -2.1 -2.5 -0.4 -0.07
C -0.029095 0.480824 -0.260060 0.0 -1.8 1.3 -0.44
C 0.901722 0.517350 0.915122 0.1 2.5 0.4 -0.30
N 1.639216 -0.647507 1.183946 -1.0 -2.8 2.1 -0.01
N 0.259218 1.168391 -1.247111 0.0 1.7 -2.0 0.03
O -0.656441 1.151103 -2.283182 -0.8 -0.7 -0.3 -0.08
H -2.155315 0.066235 0.175387 2.1 -1.6 -0.7 0.12
H -1.478294 -0.962884 -1.406975 1.0 1.1 3.7 0.15
H -0.832417 -1.470934 0.471144 -1.3 2.8 -1.9 0.13
H 0.281543 0.754246 1.771311 -0.2 -0.2 0.5 0.11
H 1.611496 1.391670 0.937242 -0.8 -0.6 -0.9 0.13
H 1.985004 -1.092493 0.355044 0.1 -0.3 -0.3 0.07
H 1.011976 -1.328254 1.727031 1.6 1.0 -1.3 0.10
H -1.371349 0.460919 -2.116580 1.2 1.2 -0.1 0.06

***

14
Properties=species:S:1:pos:R:3:forces:R:3:lowdin_charge:R:1 method="wB97M-V/def2-TZVPD" e_homo_ev=-8.683 e_lumo_ev=0.64 e_above_lowest_kj_mol=541.60 spin_multiplicity=1
H 2.304148 -1.296667 0.872286 0.1 0.2 -0.4 0.09
N 1.376023 -1.323586 0.464060 -0.6 -0.4 1.2 0.22
C 0.909446 -0.308346 -0.010864 3.1 3.9 -3.2 -0.29
N 1.731220 1.129100 -0.484206 1.5 -0.5 1.7 -0.01
C -0.068134 0.318327 -0.844354 -5.8 -3.8 2.3 -0.08
O -1.324764 -0.807608 -0.478844 0.5 1.0 -1.4 -0.28
C -1.949044 -0.604262 0.750075 0.2 0.5 0.1 -0.22
H 1.970616 1.489434 -1.397586 0.0 -0.8 -0.1 0.05
H 2.077309 1.746398 0.238997 -0.1 -0.1 0.1 0.04
H -0.562673 1.230192 -0.515652 0.4 -0.2 -0.2 0.12
H -0.038758 0.062268 -1.895786 0.6 0.5 0.0 0.14
H -1.347326 -0.971197 1.598165 -0.1 0.0 -0.1 0.07
H -2.911313 -1.128773 0.759912 0.1 0.0 0.0 0.08
H -2.166748 0.464719 0.943798 0.0 -0.1 0.0 0.07

***

14
Properties=species:S:1:pos:R:3:forces:R:3:lowdin_charge:R:1 method="wB97M-V/def2-TZVPD" e_homo_ev=-8.404 e_lumo_ev=0.84 e_above_lowest_kj_mol=252.97 spin_multiplicity=1
C 0.958630 0.947662 -0.342276 -0.3 -0.4 -1.0 -0.27
C -0.978768 0.065240 -0.080174 0.5 0.4 1.3 -0.53
C -1.651259 -1.152499 0.535273 0.1 0.2 -0.1 -0.05
N 0.248647 0.533140 0.753481 -0.9 -0.4 0.3 0.05
N 2.267517 0.674529 -0.497490 -0.3 -0.1 -0.1 0.15
O -0.373121 -0.119727 -1.281915 1.1 0.5 -0.2 -0.17
H 0.688279 -0.234388 1.252309 0.0 0.0 -0.1 0.11
H 0.628905 1.875022 -0.797953 0.0 -0.1 -0.1 0.15
H -1.671297 0.931431 -0.042352 0.0 -0.2 -0.1 0.13
H 2.596504 -0.239879 -0.224688 -0.1 0.1 0.0 0.11
H 2.747751 1.089833 -1.281213 -0.1 -0.1 0.1 0.11
H -0.940828 -1.978432 0.604983 0.0 0.0 0.0 0.07
H -2.463369 -1.461152 -0.122934 0.0 0.0 0.0 0.08
H -2.057593 -0.930780 1.524950 0.0 0.0 -0.1 0.07

***

14
Properties=species:S:1:pos:R:3:forces:R:3:lowdin_charge:R:1 method="wB97M-V/def2-TZVPD" e_homo_ev=-9.135 smiles="CNCC(N)=O" e_lumo_ev=0.96 e_above_lowest_kj_mol=66.90 spin_multiplicity=1
C 0.315360 0.438283 -1.579161 -0.2 0.1 0.1 -0.12
N -0.533991 0.912443 -0.490173 -0.1 -0.2 0.0 -0.13
C 0.078405 0.740356 0.817794 0.2 -0.6 -0.7 -0.17
C 0.388928 -0.750634 1.004824 -0.3 0.4 0.0 -0.57
N -0.708786 -1.541359 1.031463 -0.3 -0.5 0.1 0.16
O 1.524749 -1.160237 1.089613 0.2 -0.2 0.2 0.05
H 0.145906 -0.629847 -1.728705 0.0 0.0 -0.1 0.08
H 1.380005 0.566676 -1.370738 0.1 0.1 0.0 0.08
H 0.071151 0.978812 -2.491684 0.0 -0.1 -0.1 0.08
H -0.852706 1.857600 -0.619411 0.1 0.2 -0.1 0.10
H -0.633011 1.080588 1.549594 -0.1 0.2 0.6 0.11
H 1.044893 1.233496 0.923428 0.1 0.3 0.1 0.12
H -1.612620 -1.183641 0.774951 0.1 0.2 0.0 0.10
H -0.608288 -2.542542 1.088206 0.2 0.1 0.0 0.11

***

14
Properties=species:S:1:pos:R:3:forces:R:3:lowdin_charge:R:1 method="wB97M-V/def2-TZVPD" e_homo_ev=-9.717 e_lumo_ev=0.87 e_above_lowest_kj_mol=302.09 spin_multiplicity=1
H -2.357389 -1.512556 0.319817 0.1 0.1 0.0 0.05
N -2.251337 -1.171082 -0.638209 -0.3 -0.2 0.0 0.09
C -1.511321 -0.156619 -0.721108 0.4 -0.2 0.1 -0.26
C -0.761435 0.538768 0.390708 -0.1 0.2 0.0 -0.21
N 0.656453 0.767288 0.105363 -1.0 -0.9 -0.8 -0.09
C 1.536985 -0.475304 -0.007891 -1.0 1.2 -0.1 -0.33
O 2.619128 0.033415 0.663413 -0.7 2.2 1.3 -0.16
H -1.329703 0.234315 -1.724480 0.0 0.2 0.0 0.11
H -1.230472 1.512599 0.567311 0.0 -0.1 0.1 0.12
H -0.816761 -0.046030 1.313594 -0.1 0.1 -0.1 0.12
H 0.771471 1.371807 -0.706855 0.0 -0.2 0.1 0.12
H 1.029666 -1.294722 0.532564 0.0 0.1 -0.4 0.12
H 1.746807 -0.720771 -1.059788 -0.1 -0.2 0.3 0.12
H 1.897907 0.918891 0.965561 2.7 -2.3 -0.4 0.19

***

14
Properties=species:S:1:pos:R:3:forces:R:3:lowdin_charge:R:1 method="wB97M-V/def2-TZVPD" e_homo_ev=-7.767 e_lumo_ev=0.79 e_above_lowest_kj_mol=458.18 spin_multiplicity=1
C -0.787066 -1.075866 0.224278 0.2 0.2 0.9 -0.31
C 1.233336 1.102860 0.114918 0.2 0.5 -0.8 -0.04
C -0.169796 -0.563092 1.328844 -0.6 -0.7 -0.6 -0.05
N 0.732862 -0.431681 -1.499732 0.1 0.3 -0.2 0.00
N 0.680814 0.815395 -1.059470 -0.5 -0.7 1.1 -0.22
O -1.917893 -0.490492 -0.309113 0.1 0.0 0.1 -0.03
H -2.285663 0.125102 0.339582 0.1 -0.1 -0.1 0.10
H 0.106079 -0.507199 -2.300215 0.1 0.2 0.0 0.05
H -0.152544 1.365653 -1.288765 0.4 0.0 -0.2 0.15
H -0.566687 -2.041919 -0.202902 0.0 0.1 0.0 0.11
H 1.065564 2.086833 0.517330 -0.1 0.1 0.0 0.07
H 2.138393 0.578537 0.371221 -0.1 -0.2 0.1 0.08
H 0.593535 -1.142477 1.824697 0.1 0.0 -0.1 0.06
H -0.670933 0.178345 1.939328 0.1 0.2 -0.2 0.06

***

14
Properties=species:S:1:pos:R:3:forces:R:3:lowdin_charge:R:1 method="wB97M-V/def2-TZVPD" e_homo_ev=-8.655 smiles="C=CN.NC=O" e_lumo_ev=0.87 e_above_lowest_kj_mol=269.73 spin_multiplicity=1
C -0.898743 1.513603 0.880190 0.7 -0.5 1.1 -0.05
C -0.980609 1.464986 -0.426782 -1.6 1.2 -4.0 -0.28
N -0.401094 0.661688 -1.471334 0.3 -1.6 2.9 0.05
H 0.005204 1.443376 1.419510 1.1 -1.4 0.4 0.03
H -1.710281 1.701460 1.541932 -0.7 1.2 -0.1 0.04
H -1.714756 2.179635 -0.912769 0.1 -1.3 0.6 0.11
H 0.200251 1.032984 -2.161161 0.4 0.9 -0.7 0.06
H -0.043822 -0.277700 -1.161557 -0.4 1.6 -0.4 0.05
N 0.639145 -1.401608 1.088237 2.0 -0.9 -2.1 0.09
C 1.154991 -2.064547 -0.098466 -1.8 0.5 0.0 -0.33
O 0.495222 -2.494939 -1.059246 1.6 1.1 2.7 -0.01
H 1.257120 -0.644618 1.391909 0.0 -0.7 0.0 0.08
H -0.262018 -1.011504 0.986264 -1.4 0.1 -0.2 0.04
H 2.259389 -2.102815 -0.016728 -0.3 -0.3 -0.3 0.12

***

14
Properties=species:S:1:pos:R:3:forces:R:3:lowdin_charge:R:1 method="wB97M-V/def2-TZVPD" charge=+1 e_homo_ev="-13.880 / -13.867" e_lumo_ev="-3.94 / -9.22" e_above_lowest_kj_mol=81.89 spin_multiplicity=2
C -0.464859 -0.164065 0.824573 1.3 0.8 2.0 -0.18
C 0.643497 -0.430003 -0.147207 -0.2 -0.2 -1.7 -0.08
C 0.493373 0.280422 -1.520811 -0.8 -0.2 0.6 -0.53
N 0.210779 1.625997 -1.414422 0.7 -0.5 -0.1 0.16
O 0.690384 -0.315308 -2.538524 0.5 0.1 -0.2 0.13
N -0.500774 -1.122510 1.881940 -2.0 -1.1 -1.0 0.32
H -0.329718 0.756705 1.405151 -0.1 0.6 -0.5 0.16
H -1.500637 -0.103112 0.443694 -0.1 -0.2 -0.3 0.19
H 1.629026 -0.089025 0.141093 0.0 0.2 0.9 0.14
H 0.752358 -1.492576 -0.335117 -0.2 -0.3 -0.2 0.13
H 0.589658 2.212608 -2.144357 -0.7 0.1 -0.1 0.12
H -0.546512 1.929913 -0.834058 0.1 0.4 0.1 0.09
H -0.503375 -2.106091 1.588331 0.8 -0.1 0.3 0.17
H -1.163200 -0.982954 2.649713 0.5 0.3 0.3 0.17

***

14
Properties=species:S:1:pos:R:3:forces:R:3:lowdin_charge:R:1 method="wB97M-V/def2-TZVPD" charge=+1 e_homo_ev="-15.733 / -13.736" e_lumo_ev="-3.25 / -9.41" e_above_lowest_kj_mol=113.80 spin_multiplicity=2
C -0.110472 -1.180347 0.861630 2.6 0.5 -0.6 -0.20
C 0.114976 0.333322 0.583037 -0.7 -1.7 -0.6 -0.04
C 0.097419 0.659284 -0.981003 1.8 -1.5 -0.6 -0.44
N -0.256966 1.888637 -1.287272 -0.4 1.8 -0.5 0.20
O 0.668650 -0.125727 -1.792909 -1.7 1.4 2.4 0.14
N -0.265305 -1.553210 2.256294 -0.7 2.8 -1.3 0.18
H 0.645886 -1.827437 0.290840 -0.8 0.7 0.7 0.17
H -1.062796 -1.467887 0.448917 -0.8 -0.2 -0.9 0.15
H 1.140409 0.698071 0.760768 -0.5 -0.2 0.6 0.15
H -0.693349 0.810084 1.158110 0.6 0.7 -0.4 0.12
H 0.019216 2.253922 -2.221306 -0.5 -0.5 1.0 0.17
H -0.640780 2.583393 -0.607274 0.5 -1.2 -0.9 0.16
H -0.776231 -2.379269 2.273444 -0.5 -2.6 0.4 0.09
H -0.937185 -0.886592 2.674631 1.0 0.1 0.6 0.14

***

15
Properties=species:S:1:pos:R:3:forces:R:3:lowdin_charge:R:1 method="wB97M-V/def2-TZVPD" e_homo_ev=-9.841 smiles="O=C1NCCO1.N" e_lumo_ev=0.85 e_above_lowest_kj_mol=57.89 spin_multiplicity=1
O -2.044064 -0.720244 -0.394988 0.5 -0.1 0.0 0.09
C -0.843170 -0.748600 -0.332728 -0.4 0.0 0.0 -0.58
N 0.071378 -0.069388 -1.139221 -0.2 0.0 0.1 0.07
C 1.388959 -0.614464 -0.847012 0.2 -0.1 0.0 -0.16
C 1.206625 -1.166419 0.564394 0.3 0.0 0.0 -0.15
O -0.183440 -1.499138 0.595614 -0.1 -0.1 -0.1 0.02
H -0.060449 0.934788 -1.022374 0.0 -0.2 -0.1 0.11
H 2.183328 0.127336 -0.939277 -0.1 0.0 0.1 0.12
H 1.589873 -1.429322 -1.551164 0.1 0.1 0.1 0.12
H 1.417571 -0.409518 1.331470 -0.1 -0.1 -0.1 0.12
H 1.775946 -2.071718 0.777668 0.0 0.1 -0.1 0.12
N -1.411806 1.874847 0.562668 -0.1 0.1 0.1 0.03
H -2.234570 1.330939 0.312225 0.1 0.1 -0.1 0.02
H -1.672922 2.852856 0.566994 0.0 0.0 0.1 0.02
H -1.183258 1.608044 1.515731 0.0 0.1 0.0 0.03

***

15
Properties=species:S:1:pos:R:3:forces:R:3:lowdin_charge:R:1 method="wB97M-V/def2-TZVPD" e_homo_ev=-9.863 smiles="COCN(N)C=O" e_lumo_ev=0.78 e_above_lowest_kj_mol=289.27 spin_multiplicity=1
C -1.936555 -0.728101 -0.445328 0.2 0.2 -0.6 -0.14
O -1.194337 -0.654494 0.741274 2.0 -0.2 0.2 -0.21
C 0.298762 -0.701319 0.541934 -4.2 -0.1 0.5 -0.15
N 0.712308 0.496578 -0.139539 2.0 -2.6 0.1 -0.18
N 0.346140 1.702098 0.427410 0.4 0.9 0.2 0.06
C 2.106549 0.260581 -0.465627 -1.1 2.8 -1.9 -0.28
O 2.585979 -0.713523 -0.978995 -0.5 -0.2 1.0 0.06
H -1.701368 -1.646302 -1.002893 -0.2 0.0 0.1 0.09
H -2.999149 -0.699461 -0.182285 0.3 -0.1 0.0 0.09
H -1.713260 0.119589 -1.117450 -0.1 -0.2 0.1 0.08
H 0.542768 -1.580060 -0.064504 0.2 0.2 0.3 0.13
H 0.613058 -0.742534 1.592073 0.3 -0.1 -0.3 0.14
H -0.586755 1.954969 0.116099 0.2 -0.2 -0.1 0.09
H 0.327155 1.680965 1.444101 0.1 -0.2 0.0 0.09
H 2.598706 1.251016 -0.466271 0.4 -0.2 0.4 0.13

***

15
Properties=species:S:1:pos:R:3:forces:R:3:lowdin_charge:R:1 method="wB97M-V/def2-TZVPD" e_homo_ev=-9.827 smiles="[H]/N=C/NOCOC" e_lumo_ev=1.03 e_above_lowest_kj_mol=505.84 spin_multiplicity=1
H 2.108513 -2.987044 0.874830 0.2 -1.4 -0.2 0.02
N 1.603836 -2.298146 1.377525 -2.5 2.0 -1.5 0.09
C 0.465262 -2.028902 0.786844 1.6 -3.0 1.5 -0.27
N -0.286046 -0.969746 1.315015 -1.5 -0.4 -2.5 0.04
O -0.745386 -0.171219 0.210675 -3.3 -2.2 1.5 -0.12
C 0.265681 0.411488 -0.459981 0.4 2.4 -0.2 -0.36
O -0.320681 1.035957 -1.512037 -0.2 0.3 -1.0 -0.13
C -1.041776 2.157502 -1.027987 -2.9 -2.0 -0.8 -0.08
H -0.108916 -2.809084 0.080789 1.3 2.3 1.1 0.18
H 0.256927 -0.269188 1.699736 2.0 0.8 2.2 0.08
H 0.903733 -0.319641 -0.846535 1.7 -0.9 -0.4 0.12
H 0.681780 1.245421 0.175747 0.8 -1.0 -0.1 0.15
H -1.808833 1.827566 -0.257000 0.7 0.3 -0.9 0.11
H -1.633065 2.456434 -1.941635 1.0 0.8 1.3 0.12
H -0.341029 2.718602 -0.475988 0.6 1.9 0.0 0.07

***

15
Properties=species:S:1:pos:R:3:forces:R:3:lowdin_charge:R:1 method="wB97M-V/def2-TZVPD" e_homo_ev=-9.822 smiles="NC(=O)NCCO" e_lumo_ev=0.72 e_above_lowest_kj_mol=32.31 spin_multiplicity=1
N -1.262870 -1.388758 1.736707 0.0 0.0 0.1 0.14
C -0.313601 -0.947079 0.834953 0.1 0.1 0.1 -0.58
O 0.883536 -1.012035 1.090888 -0.4 0.1 -0.1 0.05
N -0.847920 -0.415423 -0.317119 0.0 -0.2 0.1 0.04
C -0.036929 0.306279 -1.293436 0.1 0.1 -0.1 -0.16
C 0.876393 1.366303 -0.656185 -0.3 0.2 -0.2 -0.27
O 2.151194 0.887521 -0.333608 0.1 -0.2 0.2 -0.08
H -0.866845 -1.554681 2.653098 -0.1 -0.1 -0.2 0.10
H -2.131921 -0.873344 1.748090 0.1 -0.1 0.0 0.10
H -1.661500 -0.894435 -0.680801 0.1 0.2 0.2 0.14
H -0.752486 0.801156 -1.960618 0.2 -0.1 0.1 0.12
H 0.587093 -0.365857 -1.897300 -0.1 0.1 0.1 0.13
H 0.349116 1.801422 0.213813 0.2 -0.1 -0.1 0.12
H 1.027193 2.177149 -1.377749 -0.1 -0.1 0.1 0.12
H 1.999547 0.111783 0.239267 0.1 0.2 -0.1 0.05